# 1
Cl2O2S | ωB97M-V/def2-TZVPD

The geometry in XYZ format:
```
5
Properties=species:S:1:pos:R:3:forces:R:3
O 1.594839 0.528792 0.036688 -3.566 -3.183 -3.190
O -0.854349 0.384331 -0.586758 -1.539 -0.290 -0.966
S 0.525470 -0.405704 -0.649771 4.615 4.568 4.142
Cl -1.838579 1.369666 0.428191 1.167 -0.653 0.071
Cl 0.572619 -1.877085 0.771649 -0.677 -0.442 -0.056
```
Forces are in eV/Å.

Calculated values
* LUMO energy: -1.93 eV
* HOMO: -10.9 eV
* E: -1468.9326 Ha
* Kohn-Sham gap: 0.3278 Ha
* energy relative to the best compared isomer or geometry (same formula, charge and spin): 47.0 kcal/mol

=====

# 2
Cl2O2S2 | ωB97M-V/def2-TZVPD

The geometry in XYZ format:
```
6
Properties=species:S:1:pos:R:3:forces:R:3
O 1.460622 -1.388816 -0.201680 -0.683 0.025 0.621
O -0.161387 0.539823 0.217589 -2.627 -0.087 -0.654
S 1.186779 -0.226728 0.609160 0.298 -0.081 -1.570
S -1.843574 0.339020 -0.818200 2.338 -0.323 1.735
Cl 2.514086 1.169610 -0.309358 -0.127 0.120 0.337
Cl -3.156528 -0.432909 0.502488 0.800 0.346 -0.468
```
Forces are in eV/Å.

Calculated values
* LUMO energy: -2.58 eV
* HOMO: -10.4 eV
* E: -1867.1558 Ha
* Kohn-Sham gap: 0.2870 Ha
* energy relative to the best compared isomer or geometry (same formula, charge and spin): 22.9 kcal/mol

=====

# 3
Cl2O3PS | ωB97M-V/def2-TZVPD

The geometry in XYZ format:
```
7
Properties=species:S:1:pos:R:3:forces:R:3
O -0.688790 0.000894 -1.534472 -0.436 0.324 -0.655
S -0.628383 0.257956 -0.135399 1.081 -1.197 1.265
O -1.677958 0.764929 0.680764 -1.479 0.801 -0.064
Cl 0.654688 2.069688 -0.106802 0.718 2.375 -0.679
O -0.550617 -1.377317 0.510014 0.260 -0.743 0.965
P 0.819791 -0.544459 1.057853 -0.945 -1.545 -0.903
Cl 2.071270 -1.171689 -0.471956 0.802 -0.015 0.071
```
Forces are in eV/Å.

Calculated values
* LUMO energy: 3.53 eV
* HOMO: -4.6 eV
* E: -1885.7069 Ha
* charge: -1
* structure (SMILES): O=S1([O-])(Cl)OP1Cl
* Kohn-Sham gap: 0.2986 Ha
* energy relative to the best compared isomer or geometry (same formula, charge and spin): 62.9 kcal/mol

=====

# 4
Cl2O3S | ωB97M-V/def2-TZVPD

The geometry in XYZ format:
```
6
Properties=species:S:1:pos:R:3:forces:R:3
O -1.314951 -0.763173 0.640598 -1.230 -0.193 0.916
O -0.166477 -0.369833 -1.467606 0.355 0.726 -0.523
O 1.135190 -0.097980 0.921604 -3.245 0.461 -2.372
S -0.454308 0.009513 -0.143243 2.301 -0.329 2.321
Cl 2.241889 0.539019 -0.120372 1.473 0.404 -0.069
Cl -0.866393 2.008992 0.063231 0.346 -1.069 -0.272
```
Forces are in eV/Å.

Calculated values
* LUMO energy: -1.62 eV
* HOMO: -11.0 eV
* E: -1544.1754 Ha
* Kohn-Sham gap: 0.3441 Ha
* energy relative to the best compared isomer or geometry (same formula, charge and spin): 17.6 kcal/mol

=====

# 5
Cl3Cu2O16P | ωB97M-V/def2-TZVPD

The geometry in XYZ format:
```
22
Properties=species:S:1:pos:R:3:forces:R:3
Cu 0.031015 -0.164312 0.098122 -0.329 1.027 0.793
Cu -0.655026 -1.756320 1.885652 -0.925 1.498 0.366
P -2.356809 1.027000 2.589145 -5.984 1.486 -1.274
O -1.828751 2.265256 3.253282 1.064 2.525 -1.119
O -1.324055 0.321944 1.722864 3.500 -3.416 -2.142
O -3.723339 0.976066 1.630037 3.164 0.868 1.707
O -2.823740 0.402107 3.864413 -0.648 -3.856 2.356
Cl 0.081270 3.041657 -0.132590 4.857 4.750 4.446
O 1.144754 2.037171 0.350609 -2.509 1.052 -1.349
O -0.226674 4.026237 1.005116 1.559 -1.880 -2.498
O 0.679328 3.804545 -1.260716 -0.431 -0.909 0.737
O -1.122635 2.500394 -0.473043 -3.345 -2.951 -1.888
Cl 3.964892 -1.060912 -0.477983 -2.391 -1.288 3.387
O 2.503702 -1.060687 -0.257842 1.059 -1.513 0.999
O 4.664596 -0.715335 0.833740 -0.898 -1.047 -2.849
O 4.451374 -2.322906 -1.048540 -0.081 0.293 1.236
O 4.088179 -0.091771 -1.447428 2.357 3.452 -2.769
Cl -1.448533 -2.650316 -2.393335 -4.981 0.047 -1.780
O -1.579018 -4.013597 -2.769246 0.722 -3.172 1.146
O -2.631098 -2.161461 -1.808638 -2.255 -0.160 2.557
O -0.405354 -2.386664 -1.525694 3.834 0.404 1.601
O -1.484079 -2.018095 -3.637927 2.662 2.790 -3.660
```
Forces are in eV/Å.

Calculated values
* LUMO energy: 8.52 eV
* HOMO: 5.5 eV
* E: -6205.6190 Ha
* charge: -4
* Kohn-Sham gap: 0.1108 Ha

=====

# 6
Cl3H3Si2 | ωB97M-V/def2-TZVPD

The geometry in XYZ format:
```
8
Properties=species:S:1:pos:R:3:forces:R:3
Si -1.239506 1.458984 -0.698566 -2.488 -1.254 -1.297
Si 2.772136 0.494263 1.213092 0.007 -0.011 -0.312
Cl -0.570091 -0.181769 0.155781 0.594 -1.762 1.074
Cl 2.473889 -1.596616 1.282352 0.284 0.460 -0.279
Cl -2.420157 2.551589 0.448045 -1.058 0.849 1.062
H -0.102819 2.188591 -0.798188 2.205 1.653 -0.992
H -2.132584 0.937443 -1.799090 0.753 0.598 0.130
H 3.259844 0.723404 -0.275384 -0.297 -0.532 0.614
```
Forces are in eV/Å.

Calculated values
* LUMO energy: -1.00 eV
* HOMO: -8.9 eV
* E: -1961.4082 Ha
* Kohn-Sham gap: 0.2922 Ha
* energy relative to the best compared isomer or geometry (same formula, charge and spin): 46.2 kcal/mol

=====

# 7
Cl3H3Si2 | ωB97M-V/def2-TZVPD

The geometry in XYZ format:
```
8
Properties=species:S:1:pos:R:3:forces:R:3
Cl -0.260588 1.833286 -1.914795 0.105 -2.056 0.817
Si -0.321679 -0.421089 -1.132784 1.215 3.532 -1.158
Si 0.250191 0.126844 1.058220 0.140 -2.660 -0.250
Cl 1.381136 -1.493580 1.764618 -0.240 -0.149 -0.164
Cl -1.304245 0.300234 2.293854 -0.904 0.289 0.359
H -1.751539 -0.437800 -1.324456 -0.473 -0.936 -0.243
H 0.786180 -0.974372 -2.029162 -1.035 -0.147 0.639
H 1.220543 1.066478 1.284506 1.191 2.127 0.000
```
Forces are in eV/Å.

Calculated values
* LUMO energy: -0.82 eV
* HOMO: -10.5 eV
* E: -1961.4485 Ha
* structure (SMILES): Cl[SiH2][SiH](Cl)Cl
* Kohn-Sham gap: 0.3539 Ha
* energy relative to the best compared isomer or geometry (same formula, charge and spin): 20.9 kcal/mol

=====

# 8
Cl3H6NaO15 | ωB97M-V/def2-TZVPD

The geometry in XYZ format:
```
25
Properties=species:S:1:pos:R:3:forces:R:3
Na -0.488754 0.441954 -0.295269 0.535 -0.059 0.093
Cl -2.515494 1.091904 3.179541 -2.004 -1.346 2.662
O -1.764314 1.986274 4.018151 -0.101 0.533 -0.090
O -1.945724 1.017974 1.905951 1.161 0.669 -3.217
O -2.487314 -0.230966 3.730431 0.443 -0.871 0.721
O -3.924694 1.445984 3.120881 0.537 0.970 -0.341
Cl 0.684866 1.291074 -3.764639 -2.437 1.819 -1.227
O 1.305076 0.289444 -4.535369 0.340 -1.982 -0.334
O 1.638526 1.922264 -2.945589 1.088 0.293 2.099
O 0.167926 2.289954 -4.660329 -0.344 0.706 -0.898
O -0.509804 0.835734 -3.027309 1.170 -0.699 0.733
Cl 2.831876 -1.310856 0.592791 -0.163 4.261 -0.714
O 3.525746 -0.093906 0.944881 -0.491 0.837 -0.161
O 2.016416 -1.066726 -0.632429 0.613 -0.910 1.763
O 3.842966 -2.247156 0.422621 1.586 -3.323 -1.379
O 2.023536 -1.671746 1.708741 -1.852 -0.910 0.619
O -0.894284 -1.901216 0.819131 -0.435 0.228 -0.402
H -1.452184 -2.336646 1.463621 -0.246 0.252 0.270
H -0.021334 -2.261686 0.974821 0.819 0.079 0.022
O -1.196584 -2.514016 -1.967299 0.010 -0.235 -0.406
H -1.450684 -2.029196 -1.182049 0.134 -0.093 0.562
H -2.025484 -2.797336 -2.353139 -0.153 0.017 -0.186
O 0.837476 2.264994 0.661911 -0.209 -0.114 -0.214
H 0.911426 3.113294 0.224701 0.092 0.092 -0.325
H 0.890816 2.470594 1.595251 -0.093 -0.214 0.349
```
Forces are in eV/Å.

Calculated values
* LUMO energy: 4.02 eV
* HOMO: -4.1 eV
* E: -2674.4672 Ha
* charge: -2
* Kohn-Sham gap: 0.2966 Ha
* energy relative to the best compared isomer or geometry (same formula, charge and spin): 0.0 kcal/mol